# 1
This record from OMol25 describes a 2-piece molecular cluster, C3H2FNS2 overall. The level of theory is ωB97M-V/def2-TZVPD.

## Properties
structure (SMILES): N=C1SS1.C#CF
orbital gap: 8.50 eV
LUMO level: -0.432 eV

Geometry as XYZ:
```
9
Properties=species:S:1:pos:R:3:mulliken_charge:R:1
C 0.421 -1.177 -1.671 -0.090
C -0.532 -1.787 -1.304 -0.013
C 0.103 1.003 1.226 0.460
N 0.654 1.558 0.239 -0.492
F -1.700 -2.385 -1.104 -0.217
S -0.462 1.279 2.797 -0.145
S -0.641 -0.508 1.734 -0.075
H 1.098 -0.483 -2.211 0.316
H 1.058 2.501 0.295 0.253
```

=====

# 2
This record from OMol25 describes C3H2FNaO3 as an isolated structure. The level of theory is ωB97M-V/def2-TZVPD.

## Properties
orbital gap: 6.34 eV
LUMO level: -0.597 eV

Geometry as XYZ:
```
10
Properties=species:S:1:pos:R:3:mulliken_charge:R:1
O 0.268 1.851 -0.240 -0.879
C -0.439 1.360 0.727 0.149
C -0.144 0.187 1.353 -0.545
H -1.425 1.798 0.962 0.324
H -0.682 -0.332 2.140 0.318
F 1.193 -0.216 1.206 -0.320
Na 2.003 0.652 -0.862 0.955
O -1.252 -2.309 -1.547 -0.306
O 0.707 -1.214 -2.082 -0.437
C -0.229 -1.777 -1.656 0.741
```

=====

# 3
This record from OMol25 describes C3H2FOSc as an isolated structure. The level of theory is ωB97M-V/def2-TZVPD.

## Properties
charge: +2
orbital gap (spin up / spin down): 6.40 / 6.38 eV
LUMO level (spin up / spin down): -12.218 / -12.219 eV

Geometry as XYZ:
```
8
Properties=species:S:1:pos:R:3:mulliken_charge:R:1
C -1.281 -0.033 0.156 -0.045
O 0.833 1.646 0.201 -0.349
C 1.067 0.488 -0.161 0.399
C -0.072 -0.467 -0.219 -0.251
F -2.392 -0.675 -0.207 -0.103
H -1.482 0.769 0.870 0.317
H 0.123 -1.536 -0.331 0.309
Sc 3.204 -0.192 -0.308 1.722
```

=====

# 4
This record from OMol25 describes one molecule with the formula C3H2FP. The level of theory is ωB97M-V/def2-TZVPD.

## Properties
structure (SMILES): [H]/P=C/C#CF
orbital gap: 8.91 eV
LUMO level: -0.400 eV

Geometry as XYZ:
```
7
Properties=species:S:1:pos:R:3:mulliken_charge:R:1
C 0.182 -0.810 0.235 -0.195
C 0.882 -1.559 0.858 0.322
C -0.236 0.437 -0.453 -0.250
F 1.530 -2.553 1.441 -0.234
P -1.612 1.323 -0.048 -0.033
H 0.414 0.842 -1.084 0.381
H -1.160 2.318 -0.949 0.008
```

=====

# 5
This record from OMol25 describes C3H2FeO2 as an isolated structure. The level of theory is ωB97M-V/def2-TZVPD.

## Properties
multiplicity: 5
orbital gap (spin up / spin down): 7.21 / 6.99 eV
LUMO level (spin up / spin down): -0.928 / -0.654 eV
⟨S²⟩: 6.125

Geometry as XYZ:
```
8
Properties=species:S:1:pos:R:3:mulliken_charge:R:1
O -1.040 -1.436 -0.690 -0.628
C -0.994 -0.344 0.082 0.454
C 0.222 0.343 0.323 -0.321
C 0.558 1.236 1.370 -0.127
O 1.280 2.229 1.237 -0.355
Fe 0.822 -1.420 -0.927 0.423
H -1.684 -0.384 0.940 0.363
H -0.186 0.735 -0.849 0.191
```

=====

# 6
This record from OMol25 describes C3H2HgLiMgO3 as an isolated structure. The level of theory is ωB97M-V/def2-TZVPD.

## Properties
multiplicity: 3
charge: +1
orbital gap (spin up / spin down): 5.32 / 5.95 eV
LUMO level (spin up / spin down): -4.077 / -5.712 eV
⟨S²⟩: 2.012

Geometry as XYZ:
```
11
Properties=species:S:1:pos:R:3:mulliken_charge:R:1
C -1.401 0.427 -0.545 0.725
C -0.147 0.473 -0.895 -0.676
O -2.553 0.435 -0.311 -0.440
H 0.112 0.697 -1.931 0.286
H 0.610 0.131 -0.171 0.176
Mg -6.511 -1.050 -1.709 0.249
Li -4.224 -0.462 0.024 0.671
O 2.915 1.471 2.263 -0.397
C 2.995 0.377 1.742 0.241
O 3.952 -0.369 1.440 -0.495
Hg 4.252 -2.128 0.092 0.661
```

=====

# 7
This record from OMol25 describes C3H2I2N3ReS4Sb as an isolated structure. The level of theory is ωB97M-V/def2-TZVPD.

## Properties
multiplicity: 4
orbital gap (spin up / spin down): 6.75 / 6.57 eV
LUMO level (spin up / spin down): -1.991 / -2.582 eV
⟨S²⟩: 3.785

Geometry as XYZ:
```
16
Properties=species:S:1:pos:R:3:mulliken_charge:R:1
Re -0.231 0.257 0.162 0.503
S -5.224 0.377 0.414 -0.473
Sb -3.289 0.408 1.470 0.971
S -1.738 -1.343 0.517 -0.331
S -1.648 1.964 0.327 -0.325
S -2.705 0.631 3.630 -0.577
I 0.261 0.309 3.088 0.421
C 2.344 -0.050 2.673 -0.874
I 2.631 -0.421 0.594 0.142
H 2.663 -0.945 3.195 0.364
H 2.958 0.804 2.935 0.405
N 1.943 -1.496 -5.387 -0.430
C 1.240 -0.810 -4.785 0.451
N 0.418 0.026 -4.153 -0.516
C 0.262 0.074 -2.923 0.563
N 0.113 0.215 -1.757 -0.293
```

=====

# 8
This record from OMol25 describes a 3-piece molecular cluster, C3H2I2O overall. The level of theory is ωB97M-V/def2-TZVPD.

## Properties
orbital gap: 9.96 eV
LUMO level: 0.140 eV

Geometry as XYZ:
```
8
Properties=species:S:1:pos:R:3:mulliken_charge:R:1
C 0.344 0.127 0.068 -0.045
C 1.149 1.033 -0.009 -0.718
C -0.074 3.764 -0.064 0.108
O 0.433 4.772 -0.156 -0.154
I 2.758 2.221 0.025 0.282
I -3.070 1.623 -0.001 0.052
H -0.258 -0.614 -0.189 0.536
H -1.698 1.150 0.066 -0.061
```

=====

# 9
This record from OMol25 describes a 2-piece molecular cluster, C3H2I4 overall. The level of theory is ωB97M-V/def2-TZVPD.

## Properties
orbital gap (spin up / spin down): 7.06 / 7.42 eV
LUMO level (spin up / spin down): -0.973 / -1.383 eV

Geometry as XYZ:
```
9
Properties=species:S:1:pos:R:3:mulliken_charge:R:1
C -2.127 -0.895 -2.678 -0.452
C -2.936 -0.099 -2.276 -0.128
C 0.861 0.067 -0.375 -0.599
I -0.763 -2.187 -3.425 0.321
I 0.756 1.669 -3.979 -0.242
I -4.063 1.174 -1.279 0.288
I 0.100 1.711 -1.252 0.308
H 0.289 -1.012 -0.473 0.199
H 1.847 0.229 0.079 0.304
```

=====

# 10
This record from OMol25 describes an isolated ion of composition C3H2IN2 and charge +1. The level of theory is ωB97M-V/def2-TZVPD.

## Properties
charge: +1
orbital gap: 7.53 eV
LUMO level: -7.549 eV

Geometry as XYZ:
```
8
Properties=species:S:1:pos:R:3:mulliken_charge:R:1
C -0.341 -1.463 0.154 0.544
C -0.589 0.365 0.602 -0.080
C 0.276 0.153 -0.562 -0.175
N -0.931 -0.880 1.139 -0.284
N 0.527 -1.306 -0.701 -0.285
I 2.242 1.072 -0.036 0.393
H -1.116 1.250 0.788 0.423
H -0.067 0.809 -1.385 0.464
```

=====

# 11
This record from OMol25 describes a 2-piece molecular cluster, C3H2INO overall. The level of theory is ωB97M-V/def2-TZVPD.

## Properties
orbital gap: 9.79 eV
LUMO level: -0.331 eV

Geometry as XYZ:
```
8
Properties=species:S:1:pos:R:3:mulliken_charge:R:1
C -0.622 -0.241 -0.636 0.378
C 1.210 1.987 -0.599 0.079
C -0.695 -0.899 0.603 -0.801
N -0.587 0.327 -1.619 -0.357
O 2.052 2.004 -1.338 -0.156
I 1.083 -0.555 1.769 0.133
H -1.521 -0.621 1.146 0.350
H -0.921 -2.002 0.674 0.374
```

=====

# 12
This record from OMol25 describes one molecule with the formula C3H2INS2. The level of theory is ωB97M-V/def2-TZVPD.

## Properties
orbital gap: 7.15 eV
LUMO level: -1.352 eV

Geometry as XYZ:
```
9
Properties=species:S:1:pos:R:3:mulliken_charge:R:1
C 0.383 0.069 1.601 -0.488
C -0.923 1.287 -1.389 -0.173
C 0.039 -0.910 -0.470 0.393
N 0.800 -0.774 0.656 -0.114
S 0.577 -1.763 -1.751 -0.222
S -1.482 0.193 -0.352 0.051
I -2.256 2.907 -1.446 0.025
H 1.094 0.144 2.352 0.212
H 1.768 -1.153 0.800 0.317
```

=====

# 13
This record from OMol25 describes C3H2IO2S as an isolated structure. The level of theory is ωB97M-V/def2-TZVPD.

## Properties
charge: -1
orbital gap (spin up / spin down): 5.90 / 5.89 eV
LUMO level (spin up / spin down): 2.779 / 2.778 eV

Geometry as XYZ:
```
9
Properties=species:S:1:pos:R:3:mulliken_charge:R:1
C -1.289 -3.215 -0.646 0.138
C -1.584 -2.060 -0.555 -0.762
C -1.516 1.067 0.559 -0.541
O -1.950 3.683 -0.527 -0.602
O -3.592 1.904 -1.016 -0.636
S -2.779 2.579 0.054 0.454
I -2.804 -0.528 0.348 0.434
H -1.091 -4.161 -1.026 0.367
H -1.347 1.244 1.697 0.148
```

=====

# 14
This record from OMol25 describes C3H2IrO3 as an isolated structure. The level of theory is ωB97M-V/def2-TZVPD.

## Properties
multiplicity: 5
charge: +3
orbital gap (spin up / spin down): 10.13 / 7.89 eV
LUMO level (spin up / spin down): -15.887 / -18.295 eV
⟨S²⟩: 6.030

Geometry as XYZ:
```
9
Properties=species:S:1:pos:R:3:mulliken_charge:R:1
C 0.049 -0.546 -0.686 0.108
C 0.167 0.672 -0.073 -0.057
O 0.936 0.630 1.185 -0.043
C 0.121 0.738 2.075 0.711
O -0.434 0.698 3.073 0.082
O -0.413 -0.663 -1.871 -0.173
H 0.308 -1.444 -0.107 0.388
H 0.076 1.671 -0.491 0.460
Ir -0.811 -1.756 -3.105 1.525
```

=====

# 15
This record from OMol25 describes C3H2LiLuO3 as an isolated structure. The level of theory is ωB97M-V/def2-TZVPD.

## Properties
multiplicity: 2
charge: +1
orbital gap (spin up / spin down): 6.85 / 6.38 eV
LUMO level (spin up / spin down): -3.670 / -4.918 eV
⟨S²⟩: 0.752

Geometry as XYZ:
```
10
Properties=species:S:1:pos:R:3:mulliken_charge:R:1
O 0.586 1.031 2.100 -0.452
O 0.042 0.562 -0.548 -0.261
C -0.329 0.286 -1.818 -0.048
C -0.077 -0.444 0.471 -0.287
O -0.700 -0.893 -2.044 -0.479
C 0.776 -0.170 1.497 0.105
Li -0.193 1.896 -3.135 1.003
H 1.093 -0.921 2.228 0.262
H -0.457 1.175 1.824 0.398
Lu -0.742 -2.522 -0.574 0.759
```

=====

# 16
This record from OMol25 describes C3H2LiO3Tl as an isolated structure. The level of theory is ωB97M-V/def2-TZVPD.

## Properties
orbital gap: 5.94 eV
LUMO level: -0.887 eV

Geometry as XYZ:
```
10
Properties=species:S:1:pos:R:3:mulliken_charge:R:1
O 0.033 4.122 0.587 -0.722
O 0.577 2.151 -1.336 -0.616
C 1.537 -0.439 -2.708 0.161
C 1.124 2.004 -0.207 -0.255
O 2.420 -0.165 -2.044 -0.189
C 0.791 3.029 0.867 -0.081
Tl -0.823 3.873 -1.364 0.395
H 1.816 3.456 1.152 0.187
H 0.475 2.375 1.729 0.216
Li 2.564 0.498 0.036 0.905
```

=====

# 17
This record from OMol25 describes C3H2MnO4 as an isolated structure. The level of theory is ωB97M-V/def2-TZVPD.

## Properties
multiplicity: 6
charge: +2
orbital gap (spin up / spin down): 7.57 / 7.28 eV
LUMO level (spin up / spin down): -11.118 / -11.459 eV
⟨S²⟩: 8.761

Geometry as XYZ:
```
10
Properties=species:S:1:pos:R:3:mulliken_charge:R:1
C -1.766 -0.088 0.663 0.045
C -1.041 0.003 -0.865 0.332
O -0.390 0.969 -1.188 -0.473
O -2.527 -0.992 0.870 -0.200
H -1.820 0.875 1.208 0.378
H -0.352 -1.001 -0.637 0.124
O 2.203 -0.458 0.563 0.325
O 2.703 0.469 -0.278 -0.435
C 1.540 -1.315 0.992 0.358
Mn 1.451 1.538 -1.327 1.546
```

=====

# 18
This record from OMol25 describes one molecule with the formula C3H2N2. The level of theory is ωB97M-V/def2-TZVPD.

## Properties
structure (SMILES): C1#CN=NC1
orbital gap (spin up / spin down): 7.33 / 7.40 eV
LUMO level (spin up / spin down): -1.867 / -1.949 eV

Geometry as XYZ:
```
7
Properties=species:S:1:pos:R:3:mulliken_charge:R:1
C 0.954 1.337 0.037 -0.097
C 2.729 0.723 0.012 0.049
C 0.264 0.123 0.003 -0.286
N 2.595 -0.554 -0.042 -0.216
N 1.368 -0.797 0.033 -0.065
H -0.453 -0.122 0.673 0.341
H -0.016 0.036 -0.974 0.274
```

=====

# 19
This record from OMol25 describes one molecule with the formula C3H2N2. The level of theory is ωB97M-V/def2-TZVPD.

## Properties
structure (SMILES): N#CN1C=C1
orbital gap: 9.41 eV
LUMO level: 0.016 eV

Geometry as XYZ:
```
7
Properties=species:S:1:pos:R:3:mulliken_charge:R:1
C -1.535 0.011 0.052 0.443
C 1.097 -0.630 -0.174 -0.200
C 0.806 0.570 0.169 0.020
N -2.601 -0.278 0.367 -0.411
N -0.371 0.210 -0.468 -0.427
H 1.540 -1.241 -0.898 0.284
H 1.064 1.357 0.953 0.290
```

=====

# 20
This record from OMol25 describes one molecule with the formula C3H2N2O. The level of theory is ωB97M-V/def2-TZVPD.

## Properties
structure (SMILES): O=C1C=NN=C1
orbital gap: 8.89 eV
LUMO level: -1.695 eV

Geometry as XYZ:
```
8
Properties=species:S:1:pos:R:3:mulliken_charge:R:1
C 0.793 -0.082 -0.032 0.714
C -0.268 -1.203 -0.092 -0.277
C -0.016 1.145 0.010 -0.131
H -0.067 -2.240 0.108 0.378
H 0.232 2.241 -0.002 0.375
N -1.425 -0.659 0.048 -0.275
N -1.259 0.865 -0.046 -0.300
O 2.010 -0.066 0.005 -0.484
```

=====

Calculated ΔE to the lowest compared entry with this formula, charge and spin in order - 0.0 8.4 0.0 44.2 0.0 3.5 0.0 205.1 363.6 148.7 9.0 529.4 472.2 40.3 81.9 148.4 792.1 935.5 401.3 144.3 kJ/mol
Calculated calculated total energy in order - -1066.348392 -603.423275 -1050.447855 -556.576121 -1529.456433 -701.910457 -2786.410757 -786.015709 -1306.094134 -522.258420 -543.162838 -1264.124156 -961.670547 -443.867581 -1583.899801 -521.178653 -1566.400967 -224.640889 -224.844357 -300.176463 Eh